Formula: CH7N4O
Source: OMol25
Level of theory: the ωB97M-V functional and the def2-TZVPD basis

lowest unoccupied orbital energy	-3.622	eV
SMILES	N[NH2+]/N=C(/N)O
2S+1	1
total charge	+1

XYZ file:
```
13
Properties=species:S:1:pos:R:3:nbo_charge:R:1
C -1.1075 0.0492 0.1116 0.755
N 0.4085 0.9669 0.4785 -0.486
N -2.1124 0.8135 -0.1756 -0.743
N 2.0771 -0.4244 -0.6464 -0.657
N 1.4460 0.0836 0.5662 -0.256
O -1.0522 -1.2263 0.2449 -0.631
H -1.9507 1.8118 -0.2091 0.461
H -3.0575 0.4713 -0.3170 0.428
H 1.4481 -1.0344 -1.1586 0.371
H 2.3414 0.3459 -1.2544 0.384
H 2.1962 0.6131 1.0460 0.445
H 1.2646 -0.7713 1.1370 0.406
H -1.9018 -1.6989 0.1767 0.523
```

Formula: C3H6N4O
Source: OMol25
Level of theory: the ωB97M-V functional and the def2-TZVPD basis

lowest unoccupied orbital energy	0.374	eV
2S+1	1

XYZ file:
```
14
Properties=species:S:1:pos:R:3:nbo_charge:R:1
C -3.3520 -0.7268 -0.0668 0.368
C -1.6268 0.2118 -0.5895 0.330
C 0.7994 1.3620 -0.3411 -0.455
N -2.2246 -1.0036 -0.6649 -0.542
N -2.2469 1.1325 0.0372 -0.226
N 0.7679 -0.9961 -0.2464 -0.561
N 0.4230 0.1228 -0.9211 -0.130
O -3.4715 0.5195 0.3717 -0.285
H -4.0751 -1.3980 0.1222 0.186
H 0.0659 2.1545 -0.4118 0.238
H 1.0767 1.3432 0.6875 0.182
H 1.7665 1.7437 -0.8750 0.205
H 0.3026 -1.7214 -0.5974 0.366
H 0.5440 -1.0310 0.7921 0.325
```

Formula: F4KN2O8S4
Source: OMol25
Level of theory: the ωB97M-V functional and the def2-TZVPD basis

lowest unoccupied orbital energy	1.493	eV
2S+1	1
total charge	-1

XYZ file:
```
19
Properties=species:S:1:pos:R:3:nbo_charge:R:1
K -1.2142 0.7789 -0.7013 0.982
N -0.8330 1.2663 2.0223 -1.237
S 0.3291 2.0528 2.5898 2.460
O 1.5223 1.3151 2.9112 -0.900
O -0.0204 3.2473 3.3184 -0.899
F 0.8124 2.6112 1.1109 -0.553
S -1.6489 0.7551 3.3698 2.451
O -2.4868 1.7545 3.9758 -0.901
O -1.0286 -0.2163 4.1832 -0.886
F -2.7577 -0.0956 2.5569 -0.526
N 0.2458 -1.1200 -2.0718 -1.215
S 0.0113 -2.3848 -3.0878 2.432
O 0.9619 -3.4527 -3.0398 -0.902
O -0.3798 -1.9986 -4.4287 -0.928
F -1.3715 -2.9569 -2.5057 -0.505
S 1.7008 -0.6836 -2.5720 2.443
O 1.8083 -0.4038 -3.9736 -0.885
O 2.8194 -1.2025 -1.8311 -0.892
F 1.5296 0.7333 -1.8267 -0.539
```

Formula: C10H16
Source: OMol25
Level of theory: the ωB97M-V functional and the def2-TZVPD basis

lowest unoccupied orbital energy (spin up / spin down)	3.613 / 3.486	eV
2S+1	2
total charge	-1

XYZ file:
```
26
Properties=species:S:1:pos:R:3:lowdin_spin:R:1
C 0.2354 -2.9694 0.0380 0.037
C 0.3100 -0.5126 -0.8818 0.071
C -0.2802 -1.7772 -0.6867 0.091
C -0.5013 0.5361 -1.2397 0.190
C -1.6994 -1.9030 -0.7844 0.209
C -1.8385 0.4063 -1.3054 0.107
C -2.4567 -0.7975 -1.0965 0.099
H 1.3878 -0.3669 -0.7126 0.008
H 0.0160 1.3493 -1.7573 0.039
H 1.2225 -3.2138 -0.2116 0.002
H -0.5353 -3.8733 -0.3445 0.024
H -2.2303 -2.8708 -0.5025 0.036
H -2.5283 1.2905 -1.5914 0.017
H -3.5524 -1.0072 -1.0766 0.011
H 0.1318 -2.7022 1.1550 0.005
C 1.4873 1.5308 1.3292 0.011
C 2.6837 1.7075 2.3625 0.012
C 0.8419 2.8595 0.9432 0.011
H 1.8366 1.0651 0.4152 0.005
H 0.7440 0.9295 1.7720 0.004
H 3.5104 2.3985 1.9842 0.001
H 0.1166 2.6450 0.2636 0.002
H 0.3929 3.3225 1.9152 0.001
H 3.0287 0.7481 2.7665 0.005
H 2.2871 2.1962 3.3316 0.001
H 1.4790 3.6060 0.5225 0.001
```